[1]
17
Properties=species:S:1:pos:R:3:forces:R:3:mulliken_charge:R:1 method="wB97M-V/def2-TZVPD" lumo_ev=0.99 e_homo_ev=-8.2 spin_multiplicity=1 de_lowest_kcal_mol=51.2 orbital_gap_ev=9.14
C 2.426815 -0.538761 0.663082 -0.3460 0.5119 4.1664 -0.44
C 2.490122 -0.690594 -0.694121 3.4957 -1.5139 -1.6406 -0.50
C 1.149711 -0.012329 0.938990 0.0122 0.1225 -0.7634 -0.34
C 1.340353 -0.265799 -1.257398 -0.2931 -0.1780 -0.3886 -0.37
C -0.785038 0.747807 -0.361307 -0.5125 0.5737 2.2321 -0.62
C -1.807388 -0.049895 0.449763 -1.7284 -1.3075 -0.8811 0.06
C -3.147267 0.070133 0.296563 3.5211 -1.4270 1.5787 -0.89
N 0.500900 0.084699 -0.270904 0.0870 0.9383 0.3824 0.22
H 3.225524 -0.779251 1.458576 -1.4823 0.4795 -1.6203 0.30
H 3.434816 -1.111457 -1.162063 -1.6547 0.7144 0.1928 0.30
H 0.572359 0.535968 1.682796 0.8935 -0.7484 0.6980 0.34
H -1.084695 1.016164 -1.382962 0.1752 -0.2801 0.4022 0.39
H -0.734984 1.656701 0.303058 0.3476 -0.1603 -1.2476 0.26
H -1.395969 -0.843023 1.095307 -0.1091 0.4995 -0.3326 0.30
H 1.102035 -0.120231 -2.265278 -0.4652 -0.0972 -1.2152 0.40
H -3.855493 -0.543253 0.793174 -0.4330 -0.3149 0.4581 0.28
H -3.431801 0.843121 -0.287276 -1.5081 2.1873 -2.0214 0.31



[2]
16
Properties=species:S:1:pos:R:3:forces:R:3:mulliken_charge:R:1 method="wB97M-V/def2-TZVPD" lumo_ev=0.39 e_homo_ev=-8.9 spin_multiplicity=1 de_lowest_kcal_mol=118.5 orbital_gap_ev=9.28
C -1.459680 1.173830 -0.825971 -5.6839 -4.3263 -4.8753 -1.04
C 0.011219 -0.842693 0.462563 0.4946 -0.3899 4.1032 -0.53
C 1.218837 0.034138 0.209230 -1.1564 -9.1809 -10.1997 -0.95
H -0.715329 1.755061 -0.741534 5.3309 4.7936 0.9761 0.51
H -1.256175 0.600449 -1.920293 -0.7415 1.0454 3.2880 0.30
H -2.463881 1.682875 -0.945457 1.2649 -0.4677 0.3289 0.32
H -0.220603 -1.747943 -0.127501 0.6151 0.7676 -0.0984 0.46
H 0.408409 -1.293754 1.675849 -2.0995 1.2962 -3.5039 0.28
H 1.378445 0.765967 0.693694 1.1574 9.3750 7.5751 0.69
H 1.243971 0.540325 -0.876111 -0.5144 -1.2823 1.5833 0.28
H 3.230011 -0.077533 0.053057 -2.3074 -2.9615 1.1799 0.29
H 2.436146 -1.506337 -0.415207 -0.1177 0.0801 0.1213 0.26
N 2.398859 -0.834732 0.351164 3.1546 3.0934 -1.2218 -0.68
O -1.597213 0.841769 1.773723 -0.1268 1.0673 0.7080 -0.63
S -1.578422 0.118110 0.540778 -0.4925 -4.2255 -0.5244 0.79
S -3.034587 -1.209534 0.092021 1.2226 1.3155 0.5597 -0.37